This record from OMol25 describes C60H42BrCdIN2O3S2 as an isolated structure. The level of theory is ωB97M-V/def2-TZVPD.

```
112
Properties=species:S:1:pos:R:3
Cd -1.397 1.841 -0.702
Br -7.338 3.770 3.901
C -5.786 3.095 3.041
C -4.679 2.709 3.815
C -3.563 2.197 3.216
C -3.458 2.044 1.795
O -2.424 1.504 1.297
C -4.586 2.492 1.028
C -4.666 2.393 -0.399
N -3.701 2.177 -1.227
C -4.005 1.998 -2.589
C -5.116 2.489 -3.229
C -5.394 2.168 -4.573
C -4.559 1.356 -5.282
C -3.370 0.879 -4.681
C -2.444 0.069 -5.376
C -1.290 -0.311 -4.763
C -1.037 0.142 -3.454
N -1.881 0.880 -2.776
C -3.067 1.229 -3.350
C -5.739 2.978 1.682
H -4.719 2.819 4.892
H -2.702 1.900 3.802
H -5.683 2.483 -0.789
H -5.802 3.138 -2.702
H -6.287 2.569 -5.033
H -4.777 1.084 -6.307
H -2.668 -0.234 -6.392
H -0.560 -0.933 -5.261
H -0.110 -0.103 -2.954
H -6.595 3.270 1.085
I -0.736 4.255 -2.823
C 0.602 4.968 -1.369
C 1.275 6.102 -1.726
C 2.208 6.685 -0.845
C 2.421 6.112 0.371
C 1.720 4.944 0.763
C 1.950 4.408 2.052
C 1.257 3.313 2.469
C 0.335 2.698 1.595
C 0.094 3.132 0.308
C 0.779 4.316 -0.110
H 1.094 6.559 -2.690
H 2.732 7.584 -1.139
H 3.124 6.547 1.072
H 2.668 4.901 2.698
H 1.405 2.909 3.464
H -0.222 1.852 1.982
C 5.261 4.665 -1.680
C 4.393 3.512 -1.262
C 3.494 2.935 -2.154
C 2.650 1.909 -1.755
C 2.715 1.454 -0.450
C 3.595 2.019 0.463
C 4.438 3.034 0.046
S 1.529 0.274 0.141
O 0.495 0.156 -0.951
C 2.457 -1.258 0.141
C 3.700 -1.455 -0.497
C 4.337 -2.653 -0.356
C 3.777 -3.691 0.432
C 4.439 -4.932 0.604
C 3.886 -5.914 1.374
C 2.641 -5.709 2.009
C 1.973 -4.530 1.851
C 2.525 -3.492 1.060
C 1.854 -2.252 0.875
C 0.488 -2.016 1.429
C 0.320 -1.555 2.769
C 1.424 -1.328 3.628
C 1.236 -0.828 4.885
C -0.064 -0.530 5.349
C -1.144 -0.741 4.542
C -0.982 -1.256 3.233
C -2.089 -1.431 2.369
C -1.916 -1.874 1.094
C -0.617 -2.167 0.632
S -0.469 -2.617 -1.117
O -1.774 -2.236 -1.724
C -0.498 -4.395 -0.906
C 0.640 -5.115 -1.222
C 0.632 -6.498 -1.089
C -0.505 -7.165 -0.656
C -0.518 -8.660 -0.503
C -1.651 -6.418 -0.368
C -1.657 -5.043 -0.494
H 5.321 4.742 -2.765
H 6.272 4.562 -1.286
H 4.853 5.604 -1.301
H 3.435 3.309 -3.169
H 1.914 1.492 -2.430
H 3.596 1.689 1.495
H 5.118 3.489 0.757
H 4.140 -0.658 -1.079
H 5.292 -2.824 -0.838
H 5.395 -5.084 0.118
H 4.402 -6.857 1.503
H 2.211 -6.497 2.612
H 1.008 -4.379 2.318
H 2.424 -1.553 3.277
H 2.087 -0.657 5.531
H -0.200 -0.130 6.345
H -2.145 -0.508 4.885
H -3.077 -1.162 2.725
H -2.741 -1.945 0.398
H 1.527 -4.602 -1.573
H 1.525 -7.063 -1.329
H 0.430 -9.097 -0.817
H -1.313 -9.109 -1.100
H -0.693 -8.944 0.536
H -2.551 -6.930 -0.046
H -2.550 -4.464 -0.294
```

Computed properties:
E_LUMO   -0.15 eV
E   -176403.7451 eV
Gap between HOMO and LUMO   6.81 eV
E_HOMO   -6.95 eV
Energy relative to the best compared isomer or geometry (same formula, charge and spin)   5.3 kcal/mol

---

This record from OMol25 describes C60H42N4O5P2RhS2Se as an isolated structure. The level of theory is ωB97M-V/def2-TZVPD.

```
117
Properties=species:S:1:pos:R:3
Rh 0.109 1.107 -0.057
O 1.329 0.706 -2.892
S 0.491 -0.019 -1.930
C 1.090 -1.690 -1.848
C 0.798 -2.430 -2.977
C 1.261 -3.736 -3.181
C 2.044 -4.285 -2.205
C 2.696 -5.640 -2.128
C 3.415 -5.655 -0.757
C 3.183 -4.278 -0.190
C 3.622 -3.698 0.960
C 3.214 -2.378 1.230
C 2.391 -1.623 0.414
P 2.030 0.063 1.023
C 3.446 1.055 0.484
C 3.143 2.512 0.414
C 4.248 3.564 0.113
C 5.496 2.892 -0.378
C 5.642 1.565 -0.426
C 4.609 0.611 0.008
C 2.385 -0.087 2.816
C 3.482 0.599 3.334
C 3.845 0.443 4.663
C 3.126 -0.405 5.490
C 2.040 -1.096 4.974
C 1.670 -0.937 3.650
C 1.928 -2.207 -0.814
C 2.361 -3.529 -1.060
C -1.103 -0.249 -2.646
C -1.258 0.156 -3.947
C -2.387 -0.225 -4.708
C -3.259 -1.113 -4.144
C -4.447 -1.846 -4.721
C -4.928 -2.792 -3.586
C -3.992 -2.519 -2.436
C -3.851 -3.080 -1.201
C -2.928 -2.503 -0.299
C -2.103 -1.425 -0.579
P -1.453 -0.380 0.890
C -3.079 0.373 1.357
C -4.203 -0.433 1.542
C -5.417 0.109 1.936
C -5.537 1.473 2.152
C -4.426 2.282 1.984
C -3.210 1.740 1.597
C -1.172 -1.806 1.986
C -0.438 -2.899 1.538
C -0.211 -3.981 2.374
C -0.754 -3.994 3.651
C -1.528 -2.925 4.085
C -1.730 -1.828 3.263
C -2.075 -1.024 -1.954
C -3.079 -1.515 -2.803
H 0.185 -1.981 -3.748
H 1.001 -4.269 -4.085
H 3.400 -5.766 -2.952
H 1.959 -6.437 -2.220
H 4.480 -5.867 -0.853
H 3.002 -6.414 -0.092
H 4.260 -4.215 1.665
H 3.568 -1.941 2.152
H 2.453 2.844 1.194
H 4.462 4.276 0.912
H 6.318 3.527 -0.689
H 6.574 1.151 -0.790
H 4.824 -0.449 -0.066
H 4.060 1.277 2.725
H 4.691 0.996 5.048
H 3.408 -0.524 6.528
H 1.462 -1.759 5.604
H 0.817 -1.475 3.285
H -0.458 0.726 -4.404
H -2.490 0.119 -5.728
H -4.158 -2.402 -5.614
H -5.227 -1.148 -5.026
H -4.891 -3.839 -3.889
H -5.960 -2.584 -3.299
H -4.461 -3.913 -0.872
H -2.918 -2.917 0.700
H -4.155 -1.501 1.411
H -6.265 -0.547 2.084
H -6.483 1.896 2.465
H -4.484 3.346 2.176
H -2.367 2.403 1.499
H -0.054 -2.919 0.527
H 0.380 -4.817 2.023
H -0.584 -4.841 4.303
H -1.965 -2.937 5.075
H -2.290 -0.976 3.620
Se -0.893 8.552 -1.153
N -1.979 7.142 -1.298
C -1.240 6.077 -1.219
C -1.808 4.723 -1.276
C -3.160 4.466 -1.509
C -3.585 3.159 -1.543
C -2.677 2.136 -1.281
N -1.395 2.370 -1.036
C -0.963 3.648 -1.077
C 0.494 3.819 -1.009
N 1.163 2.739 -0.959
C 2.584 2.779 -0.982
C 3.352 4.107 -1.061
C 2.445 5.282 -0.888
C 1.114 5.156 -0.993
C 0.182 6.292 -1.052
N 0.564 7.533 -1.000
H -3.841 5.292 -1.666
H -4.619 2.904 -1.730
H -3.009 1.110 -1.248
H 2.932 2.045 -1.706
H 3.909 4.259 -1.991
H 2.870 6.276 -0.797
O -1.144 3.073 3.501
S -0.201 2.217 2.837
O -0.296 2.531 1.306
O -0.594 0.768 2.892
O 1.182 2.403 3.210
```

Computed properties:
Total charge   +1
E_LUMO   -3.40 eV
E   -187698.1241 eV
Gap between HOMO and LUMO   7.04 eV
E_HOMO   -10.44 eV
Energy relative to the best compared isomer or geometry (same formula, charge and spin)   0.0 kcal/mol

---

This record from OMol25 describes C60H48AsF3N10PSSbSr as an isolated structure. The level of theory is ωB97M-V/def2-TZVPD.

```
126
Properties=species:S:1:pos:R:3
Sr -0.017 0.151 0.395
C 2.897 -2.656 4.740
N 2.087 -1.643 4.118
C 1.433 -0.646 4.766
C 0.752 0.058 3.811
N 0.979 -0.497 2.596
C 1.790 -1.523 2.801
P 2.596 -2.570 1.548
C 1.133 -3.064 0.595
N 0.189 -2.314 0.049
C -0.676 -3.173 -0.538
C -0.254 -4.460 -0.347
N 0.893 -4.379 0.369
C 1.711 -5.475 0.816
C 3.171 -1.191 0.517
N 2.482 -0.139 0.104
C 3.378 0.691 -0.475
C 4.627 0.135 -0.420
N 4.484 -1.054 0.214
C 5.541 -1.976 0.531
H 2.937 -2.468 5.811
H 2.462 -3.642 4.578
H 3.913 -2.649 4.345
H 1.492 -0.512 5.825
H 0.129 0.928 3.926
H -1.543 -2.831 -1.061
H -0.672 -5.397 -0.649
H 1.267 -6.411 0.486
H 2.718 -5.401 0.400
H 1.780 -5.482 1.907
H 3.077 1.638 -0.873
H 5.577 0.485 -0.763
H 6.468 -1.615 0.093
H 5.670 -2.055 1.611
H 5.325 -2.966 0.128
S -7.935 -1.987 -0.465
N -6.785 -1.833 -1.578
C -5.659 -1.450 -0.991
C -4.410 -1.165 -1.621
C -4.238 -1.317 -3.000
C -3.043 -0.931 -3.558
C -2.066 -0.403 -2.715
N -2.181 -0.316 -1.401
C -3.329 -0.710 -0.828
C -3.445 -0.706 0.625
N -2.350 -0.497 1.373
C -2.460 -0.555 2.686
C -3.652 -0.775 3.371
C -4.794 -0.975 2.630
C -4.693 -0.973 1.236
C -5.813 -1.303 0.413
N -7.047 -1.579 0.815
H -5.050 -1.727 -3.577
H -2.864 -1.021 -4.617
H -1.141 -0.044 -3.147
H -1.545 -0.424 3.240
H -3.673 -0.798 4.450
H -5.760 -1.161 3.075
F -2.263 2.822 -8.109
C -1.627 2.614 -6.950
C -2.361 2.592 -5.775
C -1.688 2.404 -4.579
C -0.311 2.234 -4.561
C 0.395 2.234 -5.757
C -0.253 2.426 -6.962
Sb 0.771 2.135 -2.693
C 2.071 0.553 -3.375
C 1.724 -0.742 -3.025
C 2.470 -1.824 -3.452
C 3.577 -1.585 -4.250
F 4.311 -2.629 -4.665
C 3.952 -0.304 -4.610
C 3.193 0.764 -4.163
C 2.037 3.797 -3.239
C 1.541 4.781 -4.082
C 2.303 5.886 -4.408
C 3.566 6.010 -3.853
F 4.305 7.090 -4.131
C 4.079 5.052 -2.995
C 3.306 3.947 -2.695
H -3.431 2.736 -5.806
H -2.246 2.402 -3.651
H 1.468 2.098 -5.750
H 0.286 2.449 -7.898
H 0.852 -0.922 -2.405
H 2.199 -2.836 -3.190
H 4.819 -0.160 -5.237
H 3.491 1.769 -4.430
H 0.547 4.686 -4.494
H 1.929 6.650 -5.071
H 5.062 5.183 -2.570
H 3.712 3.197 -2.031
C 2.609 5.553 5.041
C 2.605 4.169 5.095
C 1.977 3.436 4.100
C 1.318 4.074 3.053
C 1.343 5.465 3.001
C 1.992 6.196 3.982
As 0.287 3.001 1.756
C -1.418 2.952 2.700
C -2.534 2.550 1.972
C -3.782 2.478 2.565
C -3.926 2.790 3.909
C -2.819 3.172 4.649
C -1.572 3.254 4.048
C -0.046 4.438 0.476
C -1.267 5.067 0.278
C -1.375 6.131 -0.605
C -0.259 6.589 -1.282
C 0.970 5.978 -1.081
C 1.068 4.898 -0.223
H 3.093 6.126 5.819
H 3.088 3.659 5.915
H 1.999 2.352 4.133
H 0.855 5.989 2.189
H 2.008 7.274 3.922
H -2.414 2.307 0.915
H -4.642 2.177 1.983
H -4.900 2.742 4.374
H -2.929 3.411 5.696
H -0.714 3.566 4.635
H -2.139 4.744 0.835
H -2.329 6.617 -0.748
H -0.335 7.431 -1.952
H 1.851 6.349 -1.582
H 2.036 4.430 -0.044
```

Computed properties:
Total charge   +2
E_LUMO   -4.86 eV
E   -174380.6463 eV
Gap between HOMO and LUMO   7.84 eV
E_HOMO   -12.70 eV
Energy relative to the best compared isomer or geometry (same formula, charge and spin)   9.4 kcal/mol

---

This record from OMol25 describes C60H48F6GeNO5P2RuS2 as an isolated structure. The level of theory is ωB97M-V/def2-TZVPD.

```
126
Properties=species:S:1:pos:R:3
Ru 0.418 0.195 0.550
C 1.862 4.361 -5.327
C 2.316 4.288 -3.858
C 3.285 5.444 -3.554
C 1.089 4.402 -2.949
C 0.272 5.528 -2.919
C -0.872 5.574 -2.133
C -1.249 4.477 -1.363
C -0.445 3.344 -1.362
P -0.927 1.717 -0.628
C -1.798 1.030 -2.069
C -1.175 0.028 -2.818
C -1.760 -0.433 -3.988
C -2.970 0.096 -4.412
C -3.588 1.100 -3.677
C -2.998 1.581 -2.515
C -2.109 2.312 0.611
C -3.462 1.984 0.636
C -4.299 2.561 1.583
C -3.787 3.451 2.511
C -2.427 3.754 2.516
C -1.587 3.181 1.577
C 0.695 3.357 -2.138
O 1.378 2.196 -2.042
C 2.561 2.054 -2.673
C 3.245 0.925 -2.263
C 4.417 0.597 -2.926
C 4.885 1.433 -3.934
C 4.216 2.609 -4.242
C 3.030 2.959 -3.604
P 2.661 0.090 -0.725
C 3.755 0.925 0.455
C 3.647 2.316 0.527
C 4.396 3.028 1.444
C 5.268 2.359 2.298
C 5.384 0.980 2.227
C 4.620 0.260 1.315
C 3.183 -1.618 -1.015
C 4.503 -2.062 -0.952
C 4.803 -3.385 -1.245
C 3.798 -4.267 -1.620
C 2.485 -3.828 -1.712
C 2.179 -2.510 -1.406
H 1.342 5.301 -5.519
H 1.183 3.538 -5.561
H 2.721 4.304 -6.002
H 2.814 6.408 -3.759
H 4.182 5.373 -4.173
H 3.591 5.424 -2.505
H 0.522 6.388 -3.533
H -1.487 6.467 -2.129
H -2.154 4.511 -0.770
H -0.237 -0.383 -2.474
H -1.273 -1.209 -4.569
H -3.432 -0.268 -5.323
H -4.531 1.517 -4.011
H -3.470 2.388 -1.968
H -3.867 1.280 -0.084
H -5.356 2.313 1.592
H -4.438 3.894 3.257
H -2.025 4.429 3.263
H -0.531 3.414 1.584
H 4.973 -0.292 -2.660
H 5.797 1.180 -4.459
H 4.629 3.269 -4.998
H 2.965 2.846 -0.129
H 4.293 4.105 1.504
H 5.847 2.916 3.027
H 6.056 0.454 2.897
H 4.696 -0.821 1.296
H 5.301 -1.386 -0.669
H 5.828 -3.728 -1.181
H 4.039 -5.301 -1.839
H 1.699 -4.514 -2.005
H 1.156 -2.166 -1.449
C -0.975 -1.016 0.037
Ge -1.362 -2.526 1.287
C -2.749 -2.333 2.606
C -3.818 -1.469 2.377
C -4.883 -1.429 3.268
C -4.883 -2.256 4.387
C -3.816 -3.116 4.617
C -2.747 -3.155 3.729
C -2.116 -3.873 0.063
C -1.321 -4.330 -0.997
C -1.744 -5.377 -1.806
C -2.973 -5.981 -1.565
C -3.774 -5.534 -0.524
C -3.351 -4.482 0.286
C 0.329 -3.357 1.756
C 0.364 -4.700 2.134
C 1.574 -5.334 2.380
C 2.768 -4.629 2.258
C 2.751 -3.297 1.874
C 1.535 -2.681 1.612
H -1.938 -0.640 -0.322
H -3.820 -0.807 1.513
H -5.712 -0.750 3.092
H -5.715 -2.229 5.081
H -3.814 -3.761 5.489
H -1.915 -3.827 3.920
H -0.354 -3.865 -1.187
H -1.117 -5.728 -2.617
H -3.306 -6.801 -2.191
H -4.731 -6.006 -0.334
H -3.987 -4.142 1.097
H -0.564 -5.258 2.226
H 1.588 -6.381 2.662
H 3.716 -5.124 2.447
H 3.682 -2.753 1.768
H 1.520 -1.644 1.263
F 1.604 -0.637 5.298
C 2.071 0.129 4.336
F 2.817 -0.602 3.506
F 2.785 1.118 4.837
S 0.677 0.811 3.359
O 1.332 1.543 2.262
O 0.004 -0.380 2.809
N -0.035 1.685 4.405
S -1.592 1.707 4.860
O -1.839 2.938 5.535
O -2.466 1.258 3.823
C -1.627 0.440 6.195
F -1.443 -0.771 5.667
F -0.651 0.693 7.068
F -2.795 0.482 6.807
```

Computed properties:
Total charge   +1
E_LUMO (spin up / spin down)   -4.32 / -4.32 eV
E   -190370.1276 eV
Gap between HOMO and LUMO (spin up / spin down)   6.62 / 6.63 eV
E_HOMO (spin up / spin down)   -10.95 / -10.95 eV